{
  "formula": "C8H7EuNO4",
  "method": "ωB97M-V with the def2-TZVPD basis set",
  "species": ["Eu", "O", "C", "C", "O", "C", "O", "C", "O", "C", "H", "H", "C", "H", "H", "C", "C", "N", "H", "H", "H"],
  "xyz": [[-0.66, 0.99, -0.21], [1.19, -1.03, -3.22], [0.60, -0.32, -2.54], [-0.36, -0.03, 2.54], [-0.13, -0.59, 3.50], [-1.98, -1.53, -0.30], [-2.35, -2.62, -0.31], [2.13, 1.27, 0.33], [3.27, 1.24, 0.54], [-1.91, 3.11, -1.13], [-1.06, 3.61, -1.63], [-2.55, 2.58, -1.86], [-2.19, 3.22, 0.22], [-3.08, 2.79, 0.72], [-1.59, 3.81, 0.94], [2.03, -3.15, 0.49], [1.26, -1.95, 0.40], [0.67, -1.03, 0.04], [3.06, -2.93, 0.16], [1.58, -3.90, -0.16], [2.07, -3.53, 1.51]],
  "s2": 15.76,
  "e_lumo_ev": [-7.9, -7.7],
  "charge": 2,
  "multiplicity": 8
}